1.
{"formula": "H6O3", "method": "ωB97M-V with the def2-TZVPD basis set", "elements": ["O", "O", "O", "H", "H", "H", "H", "H", "H"], "coordinates": [[-1.16214, -1.14528, 1.76852], [1.31028, 1.06620, -0.35979], [-1.06385, -0.04452, -0.77387], [1.69476, 1.28506, -1.21730], [-0.26982, 0.53477, -0.63808], [-1.08618, -0.21892, -1.71847], [-1.04928, -0.65606, 0.92954], [2.06573, 0.95757, 0.22816], [-0.43950, -1.77880, 1.78129]], "forces_ev_per_angstrom": [[0.2, 0.3, -0.1], [0.6, 0.3, -0.2], [0.6, 0.8, -0.1], [0.0, 0.0, 0.1], [-0.8, -0.7, -0.1], [-0.1, -0.1, 0.1], [-0.3, -0.5, 0.3], [-0.2, 0.0, 0.1], [0.0, 0.0, 0.0]], "lowdin_charge": [-0.081, -0.034, -0.080, 0.068, 0.006, 0.048, -0.019, 0.071, 0.022], "orbital_gap_ha": 0.394, "smiles": "O.O.O", "homo_ev": -10.5, "e_above_lowest_kj_mol": 41.2}


2.
{"formula": "C4H12N2O", "method": "ωB97M-V with the def2-TZVPD basis set", "elements": ["O", "N", "N", "C", "C", "C", "C", "H", "H", "H", "H", "H", "H", "H", "H", "H", "H", "H", "H"], "coordinates": [[0.84123, -1.46611, -0.78415], [2.36396, 0.01906, 0.52974], [-1.30373, -0.58335, 0.86165], [0.53252, 0.92477, -1.12931], [0.78351, -0.22741, -0.18188], [-2.26843, 0.25284, 0.19923], [0.22553, -0.20164, 1.19891], [0.12902, -1.52633, -1.43704], [0.56822, -1.02121, 1.82743], [1.38375, 1.04639, -1.80759], [-3.22084, 0.23787, 0.74439], [2.73637, -0.92575, 0.61103], [-0.31896, 0.73494, -1.78682], [-2.46865, -0.08727, -0.82298], [-1.96322, 1.30293, 0.19205], [0.40046, 1.86519, -0.59090], [2.91687, 0.43652, -0.21782], [0.20926, 0.78407, 1.65573], [-1.54685, -1.56552, 0.93835]], "forces_ev_per_angstrom": [[-0.4, -0.3, -0.3], [-1.7, -0.1, -2.2], [1.5, -0.1, 1.7], [0.2, -0.1, -0.1], [5.4, 1.2, 2.6], [-0.1, -0.1, 0.4], [-5.6, -1.1, -2.2], [0.1, 0.0, 0.2], [0.2, 0.4, -0.1], [0.0, -0.1, 0.2], [0.0, 0.0, -0.1], [-0.1, 0.0, 0.0], [-0.2, 0.1, 0.3], [-0.1, 0.3, -0.2], [0.2, -0.2, -0.1], [-0.1, -0.1, -0.1], [0.1, 0.0, 0.1], [0.3, -0.2, 0.1], [0.3, 0.5, 0.0]], "lowdin_charge": [0.007, 0.042, -0.127, -0.029, -0.555, -0.179, -0.112, 0.107, 0.116, 0.084, 0.067, 0.040, 0.078, 0.063, 0.075, 0.091, 0.030, 0.113, 0.089], "orbital_gap_ha": 0.319, "smiles": "CNC[C@@](C)(N)O", "homo_ev": -7.9, "e_above_lowest_kj_mol": 284.8}


Question: What is the formula in the first record?
Answer: H6O3